No. 1
6
Properties=species:S:1:pos:R:3:forces:R:3 method="wB97M-V/def2-TZVPD" multiplicity=5 homo_lumo_gap_ev="9.59 / 10.18" lumo_ev="-6.710 / -6.602" total_charge=+1
O -1.399480 -0.286617 0.405565 -1.047 -0.437 -1.429
C -0.346040 0.397061 0.149514 1.164 -7.572 2.068
O 0.251294 -0.326438 -0.813884 2.356 2.152 -2.754
O 0.515109 0.746176 1.019270 -0.074 3.648 -0.184
H -0.945378 -1.149357 -0.439387 -1.813 2.874 2.155
Cr 1.924497 0.619176 -0.321079 -0.585 -0.664 0.145


No. 2
13
Properties=species:S:1:pos:R:3:forces:R:3 method="wB97M-V/def2-TZVPD" homo_lumo_gap_ev=7.55 lumo_ev=3.921 total_charge=-1
C 0.596146 1.937372 0.224873 1.497 -1.909 1.699
C -0.074882 -0.608990 0.579904 0.705 -0.406 0.547
C -0.418198 -0.378565 -0.844849 1.098 -1.633 -2.236
C 0.579021 0.485706 -0.147975 0.503 0.705 -0.446
O 3.111751 0.539416 0.853366 0.091 0.362 0.685
O 0.567278 2.908059 -0.482977 -0.602 0.399 -0.456
O 2.602768 -1.413417 -0.524923 -0.552 0.811 -0.011
S 2.561417 0.080090 -0.425491 -0.173 -0.936 -0.879
H 1.007451 1.991200 1.315881 -0.856 0.371 -1.148
H -0.754182 -0.344679 1.359575 -0.671 -0.006 0.336
H 0.540052 -1.475040 0.768259 0.263 -0.162 0.249
H -0.025035 -1.165614 -1.665728 -0.819 1.836 2.067
H -1.421655 -0.062252 -1.015272 -0.483 0.568 -0.407